Entry 1:
Formula: C34H92BF4N6O11Pd
Source: the Open Molecules 2025 dataset
Level of theory: ωB97M-V with the def2-TZVPD basis set

Values from the calculation:
* ⟨S²⟩: 2.003
* net charge: +1
* LUMO energy (alpha / beta): -2.711 / -5.390 eV
* multiplicity: 3
* HOMO level (alpha / beta): -0.3843 / -0.3843 Eh

Element x y z (Å)
Pd 3.288776 -1.080600 1.804803
B 1.505560 0.551696 -0.500722
F 1.053596 0.041213 -1.716210
F 2.577800 -0.345788 -0.063568
F 2.045763 1.814038 -0.630877
F 0.509266 0.506117 0.474500
C 3.219917 -2.847580 -4.305289
C 3.075106 -2.717981 -2.802533
O 3.834221 -1.610365 -2.261350
H 2.833573 -1.933196 -4.767760
H 2.562623 -3.656772 -4.629022
H 4.234411 -2.957926 -4.683255
H 3.312858 -3.649435 -2.268994
H 2.012225 -2.569770 -2.603807
H 3.146431 -1.029932 -1.917735
C 3.127732 2.338237 -3.713584
C 2.177205 1.988831 -4.835309
O 2.513234 2.732399 -6.024728
H 4.180722 2.192774 -3.954736
H 2.938898 1.661142 -2.873296
H 2.940931 3.336358 -3.318803
H 1.160138 2.280662 -4.559282
H 2.204411 0.918988 -5.055688
H 2.565818 2.120956 -6.762206
C 0.012829 4.216949 -0.771422
C -1.183373 4.765443 -1.502718
O -2.393739 4.326789 -0.894759
H 0.990288 4.561569 -1.103635
H -0.078648 3.154112 -0.560164
H 0.014132 4.683653 0.234701
H -1.164995 4.390233 -2.534575
H -1.173561 5.858948 -1.517156
H -3.098502 4.247718 -1.542182
C -4.993091 5.548743 -6.095199
O -3.987593 4.589200 -5.906062
C -4.407761 3.553264 -5.039215
C -3.240211 2.613092 -4.845113
N -3.487718 1.722527 -3.685541
C -2.277697 1.370287 -2.942624
C -2.231652 -0.129750 -2.613520
O -2.540811 -0.959925 -3.707307
C -1.688192 -0.913125 -4.807404
H -5.406929 5.897895 -5.143984
H -5.788314 5.175256 -6.752951
H -4.546826 6.399275 -6.612541
H -5.191012 2.991948 -5.571271
H -4.756872 3.968279 -4.091954
H -2.358128 3.240208 -4.674792
H -3.042729 2.020143 -5.741174
H -3.807391 0.857316 -4.111677
H -2.320441 1.859061 -1.960989
H -1.307031 1.640887 -3.376981
H -2.955539 -0.303464 -1.820082
H -1.206026 -0.369017 -2.308320
H -2.170272 -1.398266 -5.652492
H -0.716604 -1.376669 -4.581629
H -1.439294 0.102210 -5.151096
C -2.232412 0.680561 1.807788
O -2.872731 -0.088472 2.787369
C -3.621786 0.705987 3.692758
C -4.302375 -0.206277 4.699000
N -5.441068 -0.879878 4.128146
C -6.372335 -1.476715 5.087699
C -7.024002 -2.706407 4.490804
O -8.031596 -3.256039 5.322535
C -7.588835 -3.852364 6.518768
H -2.894566 1.409798 1.319345
H -1.918117 0.016944 1.000804
H -1.364037 1.232588 2.190360
H -4.350737 1.328080 3.169980
H -2.922217 1.332584 4.273707
H -4.603032 0.412410 5.551729
H -3.512021 -0.835395 5.154419
H -5.119841 -1.547230 3.437856
H -7.151910 -0.753298 5.327868
H -5.846255 -1.788586 5.998644
H -6.299556 -3.497553 4.241228
H -7.550454 -2.447464 3.569782
H -6.727151 -3.360883 6.968897
H -7.329622 -4.903857 6.332308
H -8.448641 -3.845946 7.185095
C 6.968223 -2.452960 -0.242262
C 5.913514 -1.740732 0.592253
C 5.898907 -0.276068 0.227767
O 4.912669 0.415919 0.966198
C 5.002602 1.811890 0.772540
N 4.581865 -2.334474 0.540926
H 7.946009 -1.993212 -0.127733
H 6.706232 -2.425005 -1.309742
H 7.013602 -3.528461 -0.055584
H 6.349026 -1.733457 1.601580
H 5.715935 -0.176065 -0.853812
H 6.904098 0.136555 0.360654
H 5.917107 2.221479 1.212310
H 4.154928 2.294972 1.254109
H 4.950476 2.080184 -0.285266
H 4.195248 -2.376919 -0.414525
H 4.657631 -3.326774 0.769341
C -0.325025 -6.549894 -0.835145
C -1.041246 -6.438560 -2.154839
C -0.196175 -5.733126 -3.200736
O 0.322524 -4.496546 -2.799598
C -0.659376 -3.516991 -2.535813
N -1.355590 -7.772109 -2.681981
H -0.283189 -5.559021 -0.372328
H 0.693826 -6.906735 -0.989761
H -0.859396 -7.227185 -0.172812
H -1.977912 -5.873623 -2.058303
H -0.797245 -5.593889 -4.112703
H 0.631468 -6.399889 -3.459023
H -1.172700 -3.619108 -1.573388
H -1.432831 -3.543790 -3.314652
H -0.160891 -2.552108 -2.615740
H -1.248217 -7.870656 -3.683442
H -2.297838 -8.072288 -2.474547
C 1.648481 3.843112 2.733490
C 2.817156 3.467349 3.616257
C 3.484550 4.699188 4.227124
O 2.579385 5.305645 5.083475
C 3.037807 6.541834 5.596986
N 2.310313 2.558795 4.682108
H 0.817820 4.238578 3.318284
H 1.308800 2.959222 2.188083
H 1.865110 4.611088 1.989764
H 3.593995 2.923084 3.074206
H 3.864637 5.365174 3.441532
H 4.375782 4.352113 4.782108
H 2.475506 6.777761 6.497680
H 2.941544 7.338971 4.856176
H 4.088220 6.481257 5.912416
H 2.994436 2.579442 5.445230
H 1.576165 3.077644 5.170879
C -0.042939 -0.324161 4.408034
C 1.051321 -0.854967 3.504912
C 0.484998 -1.776216 2.469338
O 1.571114 -2.392197 1.742626
C 1.184048 -3.505840 0.941650
N 1.845014 0.267667 2.870623
H -0.809191 0.122966 3.763775
H 0.323361 0.358178 5.171679
H -0.578361 -1.092230 4.974163
H 1.809299 -1.426601 4.060109
H -0.164123 -1.294642 1.728910
H -0.145705 -2.539633 2.936542
H 1.938789 -3.633945 0.160031
H 0.293636 -3.233019 0.370902
H 1.112470 -4.418735 1.525579
H 1.943383 0.935553 3.661722
H 1.222706 0.754775 2.218057

Cartesian forces, eV/Å:
Pd 0.058 1.097 -0.712
B -0.482 0.581 -0.681
F 0.259 -0.050 0.293
F -0.002 -0.214 -0.296
F 0.034 -0.305 0.267
F -0.012 0.028 -0.162
C -0.373 0.448 -0.036
C -0.167 -0.106 -0.181
O -0.451 -0.656 0.119
H -0.007 -0.032 0.065
H 0.262 -0.122 -0.123
H 0.071 -0.316 0.256
H 0.371 0.104 -0.162
H 0.036 0.160 0.105
H 0.238 0.404 -0.023
C -0.136 -0.528 0.737
C 0.264 0.509 -0.577
O 0.013 -0.209 0.282
H -0.056 0.234 -0.363
H -0.141 0.047 -0.057
H 0.188 0.127 -0.238
H -0.036 -0.238 0.106
H -0.060 -0.023 0.111
H -0.022 0.060 -0.036
C -0.298 0.903 2.125
C -0.167 -0.200 -1.054
O 0.140 -0.252 0.648
H -0.092 -0.477 -0.816
H 0.292 -0.102 -0.521
H -0.307 -0.234 -0.104
H 0.039 0.256 -0.034
H 0.151 -0.014 -0.116
H 0.122 0.091 -0.153
C 0.029 0.337 -0.532
O 0.224 0.085 0.298
C 0.099 -0.321 -1.226
C 0.265 0.223 0.827
N 0.606 -0.119 -0.932
C 0.017 -0.352 0.877
C 0.697 0.622 -0.360
O -1.229 -0.379 0.014
C 0.887 0.585 -0.306
H -0.092 -0.062 -0.005
H -0.121 -0.096 0.252
H 0.063 -0.026 0.107
H -0.395 0.142 0.533
H -0.103 -0.164 0.111
H -0.004 -0.138 0.121
H -0.046 0.190 -0.177
H -0.224 -0.041 0.335
H 0.256 0.129 -0.091
H -0.316 0.280 -0.478
H -0.029 -0.516 -0.094
H -0.148 0.092 0.502
H -0.014 -0.288 0.146
H -0.106 -0.191 -0.087
H -0.238 0.058 0.226
C -0.164 0.223 -0.914
O -0.291 -0.061 -0.082
C 0.413 -0.246 0.857
C 0.317 0.592 0.261
N 0.033 -0.161 0.019
C 0.537 -0.219 -0.301
C -0.617 -0.533 -0.092
O 0.019 0.578 -0.120
C -0.211 -0.655 -0.272
H -0.078 -0.010 0.313
H 0.193 -0.067 0.187
H -0.042 -0.007 0.041
H 0.019 0.017 -0.068
H -0.106 0.202 -0.271
H -0.375 0.092 -0.241
H -0.201 -0.350 -0.295
H -0.104 -0.090 0.047
H 0.019 -0.009 0.211
H -0.055 0.247 0.090
H 0.220 0.219 0.062
H 0.129 0.081 -0.030
H -0.097 0.141 0.113
H 0.124 0.063 0.052
H 0.162 0.083 0.225
C -0.585 -0.446 -1.220
C 1.733 0.473 0.204
C 0.029 -0.199 -1.370
O 0.434 -0.376 0.519
C -0.328 0.948 0.061
N -0.373 -0.910 0.438
H 0.066 -0.110 0.143
H 0.019 0.347 0.118
H 0.171 0.131 0.524
H -0.841 -0.472 0.305
H -0.349 0.078 0.123
H -0.100 0.087 0.455
H 0.070 -0.203 -0.048
H -0.058 -0.232 -0.024
H 0.057 -0.219 -0.043
H 0.328 0.833 -0.106
H 0.026 0.192 0.420
C -0.018 0.413 0.224
C -0.650 -0.334 -0.799
C -0.316 -0.326 -0.390
O 0.463 0.173 0.522
C -0.256 0.071 -0.756
N 0.076 -0.339 0.012
H 0.086 -0.098 0.120
H -0.014 -0.123 0.061
H 0.057 -0.039 0.071
H 0.107 0.084 0.296
H -0.023 -0.028 0.041
H 0.194 0.228 0.071
H 0.218 -0.095 0.090
H -0.007 0.062 0.081
H -0.079 0.078 0.261
H 0.106 0.247 -0.012
H 0.022 0.078 0.180
C -0.255 -0.200 -0.506
C -0.126 0.395 0.608
C 0.687 -0.764 -0.253
O -0.348 0.409 0.329
C 0.360 0.025 0.294
N 0.242 0.616 0.724
H 0.022 -0.116 0.146
H -0.180 0.130 -0.048
H 0.324 -0.091 0.023
H -0.109 0.030 -0.105
H -0.234 0.122 -0.048
H -0.043 0.148 0.075
H -0.259 0.021 -0.178
H -0.055 0.013 0.014
H -0.028 -0.089 -0.165
H 0.240 -0.478 -0.368
H -0.297 -0.130 -0.462
C -0.651 -0.154 0.071
C 0.439 0.272 0.159
C -0.700 -0.528 -0.630
O -0.255 -0.150 0.877
C 0.482 0.449 -1.081
N -0.768 -0.952 0.717
H 0.209 0.220 0.438
H 0.152 0.293 -0.284
H 0.250 -0.285 -0.256
H -0.281 -0.024 0.242
H 0.199 0.300 0.226
H 0.345 -0.141 0.143
H 0.142 -0.077 0.242
H -0.285 -0.284 0.356
H -0.312 0.034 0.114
H 0.897 0.130 -0.342
H 0.281 -0.271 -0.164



Entry 2:
Formula: C22H22N2O2S
Source: the Open Molecules 2025 dataset
Level of theory: ωB97M-V with the def2-TZVPD basis set

Values from the calculation:
* ΔE to the lowest compared entry with this formula, charge and spin: 41.5 kcal per mole
* net charge: 0
* SMILES: CC(C)(C)c1ccc(-c2cc(Sc3ccc4c(c3)OCCO4)ncn2)cc1
* LUMO energy: 0.164 eV
* HOMO level: -0.2961 Eh

Element x y z (Å)
C 6.966454 -0.811480 0.177929
C 5.864297 -0.229000 -0.778726
C 6.182007 -0.812884 -2.154426
C 6.097374 1.283923 -0.828621
C 4.403445 -0.564003 -0.341935
C 4.085486 -1.107380 0.927130
C 2.747691 -1.439940 1.256982
C 1.710723 -1.196133 0.355378
C 0.314250 -1.475826 0.736770
C -0.603815 -1.690557 -0.243464
C -1.921207 -1.770701 0.119531
S -3.100990 -1.755084 -1.144307
C -4.029572 -0.388417 -0.542308
C -3.381016 0.832893 -0.307019
C -4.121184 1.959903 0.155922
C -5.535673 1.872901 0.278936
C -6.171536 0.632128 0.062605
C -5.434717 -0.464101 -0.340329
O -7.532183 0.536243 0.215976
C -8.163977 1.553074 1.013737
C -7.654612 2.928866 0.576527
O -6.225265 3.000734 0.654066
N -2.292887 -1.757761 1.402826
C -1.351887 -1.618627 2.346773
N -0.065891 -1.445402 2.038846
C 2.032711 -0.561837 -0.889626
C 3.343374 -0.262275 -1.224812
H 6.792162 -1.894565 0.278060
H 7.975712 -0.673148 -0.217585
H 6.897361 -0.414624 1.190763
H 5.700113 -0.260577 -2.995762
H 5.816934 -1.857966 -2.181788
H 7.244027 -0.775432 -2.366661
H 7.154034 1.495345 -1.105928
H 5.448716 1.797033 -1.516049
H 5.888451 1.683651 0.146537
H 4.844067 -1.311463 1.665591
H 2.532653 -1.852792 2.243926
H -0.353131 -1.751059 -1.298569
H -2.327420 0.934483 -0.440775
H -3.649009 2.927642 0.344541
H -5.978072 -1.380375 -0.563074
H -9.248693 1.503382 0.838822
H -7.958394 1.425301 2.111633
H -7.929811 3.115460 -0.496625
H -8.094063 3.706772 1.181558
H -1.688509 -1.649953 3.413016
H 1.250092 -0.283116 -1.589266
H 3.521377 0.266742 -2.166725

Cartesian forces, eV/Å:
C -1.282 -0.691 -0.016
C 0.794 -0.004 0.412
C -1.160 -0.350 -0.779
C 0.545 -0.238 0.073
C 0.457 0.109 0.450
C -0.946 -0.042 -1.059
C 0.776 0.475 -0.343
C 1.025 0.719 -0.257
C 0.044 0.145 1.199
C -0.226 -0.353 -1.233
C 0.256 0.093 1.696
S -0.998 -0.327 -0.682
C -1.349 1.236 0.320
C -1.763 0.847 0.758
C -0.769 -0.985 -0.616
C 1.142 -0.229 0.122
C 0.128 1.305 0.283
C 0.840 -0.435 -0.481
O -0.479 -0.189 0.270
C 0.673 0.487 0.221
C 0.119 -0.836 -1.458
O -0.031 -0.158 0.320
N -0.573 -0.031 0.383
C 0.204 -0.173 -1.459
N 0.556 0.034 0.367
C -0.113 -0.585 0.920
C 0.064 -0.063 0.440
H 0.198 0.181 -0.073
H -0.234 0.207 0.000
H 0.094 0.250 -0.045
H 0.082 -0.357 0.655
H 0.391 0.391 -0.216
H 0.238 -0.103 0.115
H -0.655 -0.083 0.190
H -0.321 0.120 -0.490
H 0.110 0.418 0.550
H 0.200 0.010 -0.063
H -0.049 0.086 -0.350
H 0.137 0.090 0.234
H 0.547 -0.014 -0.099
H -0.102 -0.406 -0.065
H 0.191 0.067 0.192
H 0.436 -0.232 0.021
H -0.056 -0.177 -0.945
H 0.038 -0.208 0.845
H 0.180 0.292 0.273
H 0.532 0.105 -1.082
H 0.007 -0.064 0.178
H 0.106 -0.332 0.323



Entry 3:
Formula: C11H15CeClNO3RuS
Source: the Open Molecules 2025 dataset
Level of theory: ωB97M-V with the def2-TZVPD basis set

Values from the calculation:
* ⟨S²⟩: 12.031
* ΔE to the lowest compared entry with this formula, charge and spin: 0.0 kcal per mole
* net charge: -1
* LUMO energy (alpha / beta): 1.679 / 1.340 eV
* multiplicity: 7
* HOMO level (alpha / beta): -0.0598 / -0.1937 Eh

Element x y z (Å)
Ce 0.437858 -0.142886 -0.800023
Cl 2.349053 -1.422395 -2.467115
C 1.916524 -0.634104 0.982910
H 1.173623 -0.553157 1.829469
H 2.782168 0.046994 1.165831
H 2.239133 -1.695057 0.834293
Ru 2.529844 0.920545 -2.929903
C 1.518089 1.199471 -4.676985
C 4.524316 1.331796 -3.118661
C 1.859599 1.929145 -1.546924
H 4.771113 2.141128 -2.410075
H 5.135420 0.435269 -2.901318
H 4.719592 1.671210 -4.155151
H 0.750748 1.972951 -4.514740
H 2.232064 1.554975 -5.445813
H 1.047151 0.263901 -5.027990
H 2.277473 2.220727 -0.544154
H 0.823496 2.402786 -1.696573
O -2.919234 -2.892683 -0.296243
S -3.329514 -1.568702 0.101009
O -4.545096 -0.998786 -0.437394
N -1.941296 -0.535519 -0.198679
C -1.609319 0.157928 0.907042
O -0.657713 1.035986 0.839164
C -2.204040 -0.307888 2.145265
C -1.748647 0.099206 3.409489
C -2.367484 -0.453601 4.522145
C -3.386970 -1.407719 4.333290
C -3.783191 -1.816750 3.037265
C -3.170272 -1.260993 1.907507
H -0.938179 0.836201 3.482832
H -2.060351 -0.141428 5.524933
H -3.860800 -1.828873 5.226820
H -4.565159 -2.559676 2.918477

Cartesian forces, eV/Å:
Ce -1.201 -0.546 0.777
Cl 0.158 -0.918 -0.173
C 0.031 -0.270 0.647
H 0.878 -0.221 -0.523
H -0.498 -0.641 -0.005
H 0.038 0.662 0.400
Ru 1.510 -0.555 -1.633
C -1.295 0.186 -1.168
C 1.117 0.507 0.780
C -1.702 1.522 2.053
H 0.318 -0.323 -0.335
H -0.258 0.393 -0.028
H -0.258 -0.146 0.418
H 0.052 -0.220 -0.329
H -0.212 -0.115 0.382
H 0.056 0.412 0.035
H -0.015 -0.012 -1.070
H 1.332 -0.009 -0.067
O -0.648 -0.217 -0.065
S 2.854 2.248 1.403
O 0.364 -0.513 0.127
N -2.128 -1.322 -1.332
C -1.049 -0.613 2.551
O 0.737 0.782 -0.577
C 2.289 1.980 -2.383
C -0.472 -0.014 1.229
C 0.628 0.581 -0.707
C -0.595 -0.519 -0.185
C 0.059 0.106 -0.069
C -1.592 -1.604 0.618
H -0.431 -0.375 -0.072
H -0.139 -0.228 -0.295
H 0.033 0.013 -0.513
H 0.038 -0.011 0.108



Entry 4:
Formula: C5H8N2
Source: the Open Molecules 2025 dataset
Level of theory: ωB97M-V with the def2-TZVPD basis set

Values from the calculation:
* ΔE to the lowest compared entry with this formula, charge and spin: 112.5 kcal per mole
* net charge: 0
* LUMO energy (alpha / beta): 0.083 / 0.083 eV
* HOMO level (alpha / beta): -0.3233 / -0.3234 Eh

Element x y z (Å)
C -1.522927 -1.007998 -0.054007
C -0.807324 0.285508 -0.387058
C -0.775241 1.465777 0.513241
N 0.421665 0.590878 0.315858
C 2.086725 0.171410 -0.497107
C 2.014500 -0.919901 0.431383
N 1.543488 -1.552908 1.278252
H -1.537061 -1.180204 1.027229
H -0.997937 -1.853345 -0.509366
H -2.554894 -1.005374 -0.427553
H -0.822318 0.553306 -1.444053
H -0.892962 2.476058 0.136414
H -1.228420 1.331947 1.511410
H 2.095693 -0.163694 -1.553876
H 2.977011 0.808534 -0.340764

Cartesian forces, eV/Å:
C 0.070 -0.006 0.001
C 0.134 -0.142 -0.266
C 0.300 0.344 -0.235
N 0.499 -0.350 -0.334
C -1.083 0.501 0.437
C -0.451 -0.715 0.914
N 1.225 -0.478 -0.580
H 0.050 0.100 -0.158
H -0.083 0.064 0.037
H 0.197 0.081 0.048
H -0.043 -0.010 0.018
H 0.142 -0.114 -0.331
H 0.703 0.118 -0.334
H -0.707 0.435 0.548
H -0.953 0.172 0.237



| no. | energy (eV) |
| --- | --- |
| 1 | -83233.8482 |
| 2 | -41080.8020 |
| 3 | -58147.1326 |
| 4 | -8290.1186 |